Record 1
This record from the Open Molecules 2025 dataset describes a single C5H12O4 molecule at a distorted geometry. The level of theory is the ωB97M-V functional and the def2-TZVPD basis.

Each line ends with the natural charge from an NBO analysis.
Element x y z (Å)
C 0.026449 0.582832 1.358383  -0.075
C -0.005470 -0.269473 0.059108  -0.156
C -1.365716 -0.988423 -0.154278  -0.067
C 1.100380 -1.355572 0.246661  -0.038
C 0.213568 0.726852 -1.232542  -0.084
H -1.029313 1.823490 0.527154  0.460
H -0.672968 0.166792 2.065283  0.160
H 1.107305 0.525640 1.784552  0.196
H -1.349904 -1.785242 -0.843457  0.192
H -1.648031 -1.309542 0.867508  0.164
H -2.734480 0.376070 -0.091020  0.455
H 0.873714 -2.268308 -0.420264  0.146
H 1.227354 -1.836249 1.330721  0.182
H 2.289595 -0.227511 -0.845587  0.494
H 0.399940 0.090029 -2.072530  0.185
H -0.717753 1.196580 -1.443196  0.185
H 1.287317 2.056271 -0.225751  0.495
O -0.258560 1.875422 1.049914  -0.707
O -2.380177 -0.181348 -0.748737  -0.714
O 2.308272 -0.824882 -0.056178  -0.731
O 1.328484 1.626580 -1.155754  -0.743

Forces on the atoms, in the same order (eV/Å):
2.559 -2.097 -0.352
0.090 -0.034 -0.507
0.097 1.379 1.198
-1.463 -2.124 0.048
1.253 -1.486 1.763
-1.407 0.589 -0.973
-0.206 -0.266 0.659
-1.898 0.233 -0.545
0.708 -1.292 -0.447
-0.281 -0.353 -0.581
-0.902 1.030 1.103
0.125 1.088 0.703
-0.773 1.319 -1.969
-0.187 -0.625 1.053
0.202 -0.461 -0.676
-0.621 0.700 0.018
-0.086 -0.908 -2.291
0.480 2.372 1.149
0.400 -0.527 -0.580
2.420 1.121 -0.914
-0.510 0.342 2.140

HOMO-LUMO gap, eV: 10.27
Charge: 0
Maximum force, eV/Å: 3.3
Structure (SMILES): OCC(CO)(CO)CO
HOMO energy, eV: -9.9

=====

Record 2
This record from the Open Molecules 2025 dataset describes 2 unconnected molecules or ions with the total composition C5H13N3. The level of theory is the ωB97M-V functional and the def2-TZVPD basis.

Each line ends with the natural charge from an NBO analysis.
Element x y z (Å)
C -1.363142 3.014848 0.568244  -0.457
N -1.274529 0.770416 2.189258  -0.892
C -0.087291 1.434030 1.703400  0.249
N -0.082047 2.477752 1.015410  -0.393
H -1.639633 2.506327 -0.354657  0.207
H -1.234170 4.076019 0.371457  0.199
H -2.156059 2.873512 1.303569  0.203
H -1.266344 -0.206116 1.906514  0.368
H -1.197030 0.756471 3.197570  0.369
H 0.850936 0.938093 1.951274  0.145
N 1.370858 -2.493777 0.201512  -0.827
C 0.537911 -1.632663 -0.630126  -0.256
C 0.614508 -1.529880 -3.096608  -0.391
C 1.216875 -1.303375 -1.933802  -0.167
H 0.862629 -2.871819 0.989870  0.356
H 2.135717 -1.947778 0.582422  0.350
H 0.225915 -0.695876 -0.134683  0.162
H -0.409402 -2.121150 -0.867216  0.188
H 1.105709 -1.295731 -4.030806  0.202
H -0.367902 -1.981545 -3.087027  0.190
H 2.156491 -0.767757 -1.845574  0.195

Forces on the atoms, in the same order (eV/Å):
0.133 0.206 0.407
0.137 0.054 -0.095
-0.256 -0.589 0.115
0.041 -0.013 -0.391
-0.060 0.070 -0.067
-0.041 0.013 -0.126
-0.038 -0.022 -0.122
0.023 0.054 -0.044
-0.176 -0.086 0.257
0.251 0.288 0.060
0.165 0.085 0.084
-0.456 0.305 -0.169
0.652 0.088 0.460
-0.697 0.221 0.198
-0.097 0.033 -0.009
0.060 -0.123 0.005
0.283 0.003 -0.010
0.122 -0.311 0.072
-0.211 0.057 -0.106
-0.014 -0.113 -0.288
0.179 -0.220 -0.233

HOMO-LUMO gap, eV: 10.22
Charge: 0
Maximum force, eV/Å: 0.8
Structure (SMILES): C/N=C\N.C=CCN
HOMO energy, eV: -9.5

=====

Record 3
This record from the Open Molecules 2025 dataset describes a molecular structure, C4H6HgO2 at a distorted geometry. The level of theory is the ωB97M-V functional and the def2-TZVPD basis.

Each line ends with the natural charge from an NBO analysis.
Element x y z (Å)
C 0.588814 -0.033920 1.090352  0.318
O 0.126186 -0.733580 2.194783  -0.756
H 1.146712 0.876853 1.319845  0.216
H -0.733321 -0.421028 2.501100  0.532
C -0.925144 1.515735 -1.698882  -0.436
C 0.095112 0.674434 -1.354275  -0.202
C -0.013413 -0.278765 -0.216556  -0.011
O 1.215320 -0.940900 0.207188  -0.508
Hg 0.959703 -2.901920 1.774297  0.891
H -1.941254 1.254167 -1.379058  0.175
H 1.075332 1.166929 -1.467678  0.247
H -0.722884 0.780693 -2.728731  0.317
H -0.871158 -0.958700 -0.242381  0.217

Forces on the atoms, in the same order (eV/Å):
0.537 0.394 -0.502
-0.302 0.258 0.545
-0.126 -0.264 0.010
-0.154 0.092 0.132
-0.753 -2.632 -2.610
-0.034 1.661 2.830
-0.434 -0.482 -0.167
0.261 0.097 0.274
0.221 -0.589 -0.114
0.219 -0.085 0.462
0.131 -1.339 -1.257
0.232 2.630 0.375
0.201 0.258 0.022

HOMO-LUMO gap (spin up / spin down), eV: 8.34 / 4.45
Charge: +1
Maximum force, eV/Å: 3.8
2S+1: 2
HOMO energy (spin up / spin down), eV: -12.2 / -12.2

=====

Record 4
This record from the Open Molecules 2025 dataset describes 3 unconnected molecules or ions with the total composition C21H45N2O7S2 at a distorted geometry. The level of theory is the ωB97M-V functional and the def2-TZVPD basis.

Each line ends with the Löwdin charge.
Element x y z (Å)
C 0.966004 2.084886 5.361829  -0.092
C -0.126020 3.177208 4.987000  -0.196
C -0.792620 2.819363 3.578004  -0.261
C -2.329865 2.473427 3.822905  -0.052
C -0.595482 4.038527 2.636456  -0.085
N -1.577043 5.026948 2.412160  0.120
C -1.109897 5.987510 1.565647  -0.634
S -2.202069 7.369574 1.181755  0.819
N 0.174296 5.678567 1.180984  -0.367
S 1.046206 6.688525 0.095266  0.900
C 0.521596 4.469873 1.837968  -0.133
C 1.901168 3.741414 1.749146  -0.065
C 2.839396 4.468058 2.823310  -0.203
O 2.899298 5.893261 2.598576  -0.113
H 0.493018 1.254147 5.947482  0.084
H 1.775003 2.599718 5.949533  0.080
H 1.458255 1.676509 4.437021  0.067
H 0.396476 4.170270 4.972573  0.100
H -0.965581 3.220638 5.733057  0.109
H -0.348551 1.911724 3.092575  0.135
H -2.463565 1.983081 4.826367  0.094
H -2.995039 3.375528 3.779445  0.069
H -2.730131 1.748265 3.066242  0.090
H -2.520958 5.088322 2.787750  0.150
H -1.917806 8.335057 2.131374  -0.081
H 2.072953 7.291571 0.779606  -0.090
H 2.337143 3.744979 0.720121  0.122
H 1.796004 2.678891 2.085722  0.110
H 3.852569 4.001609 2.894370  0.134
H 2.284575 4.364103 3.798890  0.110
H 3.423987 6.015422 1.788599  0.073
C 4.035707 -2.880999 2.190319  -0.106
O 2.918908 -2.816112 1.320734  -0.195
C 1.779031 -2.189246 1.884180  -0.191
C 1.220860 -1.094655 0.982125  -0.175
O 2.051003 0.050690 0.795391  -0.148
C 3.266977 -0.120317 0.064936  -0.174
C 3.120733 -0.529256 -1.394268  -0.194
O 2.648615 -1.859241 -1.516274  -0.197
C 1.607764 -2.023913 -2.466378  -0.103
H 3.962888 -3.771822 2.817654  0.090
H 4.935255 -2.949820 1.577181  0.091
H 4.118184 -1.988636 2.819243  0.085
H 1.997426 -1.771711 2.873673  0.118
H 1.012111 -2.963890 2.008109  0.129
H 0.311994 -0.715287 1.461717  0.119
H 0.897214 -1.493771 0.022043  0.109
H 3.939120 -0.790705 0.600812  0.108
H 3.753135 0.860292 0.083679  0.120
H 4.106480 -0.489536 -1.871042  0.129
H 2.464867 0.182839 -1.908586  0.122
H 0.947886 -1.153262 -2.513808  0.086
H 1.009122 -2.882663 -2.161743  0.084
H 2.037477 -2.228855 -3.452837  0.092
C -2.401587 -6.791420 -4.157505  -0.107
O -3.185783 -5.649738 -3.859309  -0.199
C -2.860698 -5.027373 -2.626725  -0.191
C -2.624836 -3.529696 -2.783681  -0.176
O -1.482697 -3.150052 -3.546122  -0.138
C -1.490867 -3.432717 -4.945254  -0.170
C -2.552466 -2.716933 -5.769134  -0.190
O -3.854050 -3.204180 -5.481206  -0.199
C -4.825602 -2.191988 -5.295111  -0.111
H -2.845434 -7.674756 -3.693221  0.088
H -2.397276 -6.922474 -5.240482  0.090
H -1.365766 -6.676084 -3.823193  0.087
H -1.982128 -5.488606 -2.162612  0.121
H -3.714313 -5.177735 -1.953848  0.127
H -2.447616 -3.125552 -1.781506  0.124
H -3.516117 -3.020577 -3.148565  0.106
H -1.515883 -4.509552 -5.113513  0.109
H -0.514311 -3.100725 -5.309924  0.126
H -2.362281 -2.909111 -6.830663  0.128
H -2.477674 -1.636626 -5.599939  0.121
H -4.406726 -1.298549 -4.822910  0.083
H -5.600249 -2.589360 -4.637248  0.088
H -5.281715 -1.933297 -6.256922  0.089

Forces on the atoms, in the same order (eV/Å):
-0.193 0.696 0.127
0.545 -0.781 -0.381
-0.834 0.783 0.253
0.004 -0.214 -0.404
0.862 0.955 -1.697
1.930 0.161 -1.016
-0.512 0.345 1.175
0.552 -0.196 -0.110
-1.300 -0.503 2.098
0.276 0.019 -1.013
-0.593 -1.705 0.797
-0.125 1.032 0.880
-1.107 -0.231 0.070
0.390 -0.930 -0.507
0.682 0.678 -0.541
-0.817 -0.814 -0.273
-0.549 0.300 0.848
-0.724 -0.784 -0.144
1.068 0.035 -0.519
-0.009 0.961 0.530
0.222 0.591 -0.992
0.568 -0.773 0.294
0.454 0.728 0.530
0.378 -0.162 -0.078
0.350 -1.027 -0.365
-0.951 -0.612 0.519
-0.458 0.136 0.782
-0.148 0.809 -0.476
-0.816 0.363 -0.120
0.910 0.034 -0.838
-0.022 -0.014 0.497
-0.117 -0.201 -0.210
0.118 0.466 0.265
0.029 -0.145 -0.324
-0.210 -0.035 -0.008
0.014 -0.005 0.026
0.200 0.045 0.052
0.107 -0.338 0.180
-0.404 0.437 0.047
0.243 -0.357 0.021
0.125 0.031 0.171
-0.061 -0.079 -0.006
-0.035 -0.014 0.017
0.093 0.009 -0.033
-0.167 0.184 0.075
0.089 0.059 0.091
0.196 -0.173 -0.024
-0.077 -0.192 -0.160
-0.138 0.056 -0.047
0.079 0.282 0.058
-0.062 -0.070 0.018
0.033 0.033 -0.030
0.049 -0.003 -0.064
-0.183 0.109 -0.059
-0.285 0.079 -0.037
0.504 0.041 0.065
-0.245 0.101 -0.209
-0.043 0.100 0.146
-0.114 -0.037 -0.067
0.155 -0.108 -0.070
-0.057 -0.364 0.043
0.102 0.464 0.347
-0.103 -0.360 -0.215
0.149 -0.152 0.015
-0.086 -0.013 0.041
-0.022 -0.001 0.034
0.026 -0.009 -0.099
0.111 0.143 0.171
0.137 -0.074 -0.017
-0.092 -0.196 -0.160
-0.258 0.021 -0.060
-0.040 0.135 0.082
0.259 0.093 -0.021
-0.076 -0.027 0.063
0.044 0.029 -0.055
-0.007 -0.043 -0.075
-0.015 0.198 0.100

HOMO-LUMO gap, eV: 7.03
Charge: +1
Maximum force, eV/Å: 2.5
HOMO energy, eV: -10.4